Entry 1:
Here is C50H48BrN6OS3SeSiTl as an isolated structure from the Open Molecules 2025 dataset. Energies are from ωB97M-V/def2-TZVPD.

Computed properties:
E_tot = -8969.9477 Ha
relative energy (zero: lowest compared OMol25 entry of this formula, charge and spin) = 24.6 kcal/mol
max |F| = 0.79 eV Å⁻¹
orbital gap = 6.566 eV
HOMO energy = -6.617 eV

Cartesian coordinates (Å):
Tl  -1.067  0.759  -0.418
S  -2.925  2.034  0.480
C  -2.197  3.493  1.152
C  -3.054  4.244  1.965
C  -2.637  5.423  2.555
C  -1.335  5.863  2.348
C  -0.477  5.120  1.561
C  -0.877  3.925  0.944
S  0.296  3.043  -0.005
H  -4.064  3.886  2.127
H  -3.322  5.990  3.173
H  -0.989  6.783  2.803
H  0.541  5.455  1.401
N  -2.116  -4.360  -0.596
C  -0.913  -5.092  -0.550
C  -0.809  -6.335  -1.155
C  0.379  -7.050  -1.071
C  1.473  -6.510  -0.413
C  1.378  -5.247  0.158
C  0.182  -4.549  0.113
S  -0.009  -2.980  0.888
N  -1.205  -2.256  -0.065
C  -2.115  -2.975  -0.591
C  -3.315  -2.292  -1.178
C  -4.440  -2.994  -1.599
C  -5.563  -2.288  -2.006
C  -5.531  -0.909  -1.983
C  -4.359  -0.289  -1.566
N  -3.283  -0.958  -1.178
H  -2.847  -4.803  -1.121
H  -1.661  -6.749  -1.681
H  0.446  -8.028  -1.529
H  2.401  -7.062  -0.352
H  2.234  -4.800  0.652
H  -4.489  -4.073  -1.594
H  -6.452  -2.818  -2.322
H  -6.386  -0.314  -2.273
H  -4.278  0.792  -1.546
C  -1.765  -3.623  4.161
N  -1.607  -2.225  4.501
C  -0.763  -1.709  5.468
C  -0.913  -0.368  5.444
N  -1.839  -0.077  4.466
C  -2.286  1.245  4.075
C  -2.261  -1.218  3.872
Se  -3.439  -1.364  2.481
H  -1.219  -4.219  4.889
H  -1.385  -3.810  3.157
H  -2.821  -3.883  4.183
H  -0.152  -2.339  6.088
H  -0.453  0.401  6.039
H  -1.717  1.987  4.631
H  -3.350  1.356  4.277
H  -2.129  1.376  3.007
C  5.908  2.842  2.162
C  4.685  1.979  2.301
C  3.471  2.518  2.701
C  2.322  1.745  2.806
C  1.061  2.368  3.336
C  2.409  0.379  2.493
C  1.230  -0.501  2.474
O  0.092  -0.174  2.209
C  3.642  -0.201  2.148
C  3.775  -1.678  1.874
C  4.757  0.613  2.040
H  5.694  3.876  2.428
H  6.277  2.826  1.134
H  6.715  2.483  2.803
H  3.410  3.576  2.932
H  1.199  3.439  3.483
H  0.801  1.917  4.299
H  0.228  2.223  2.656
H  1.433  -1.561  2.701
H  3.493  -2.273  2.747
H  4.808  -1.919  1.629
H  3.151  -1.995  1.035
H  5.706  0.174  1.749
Br  -1.545  5.638  -4.262
C  -2.038  3.816  -4.236
C  -2.564  3.213  -5.364
C  -2.885  1.867  -5.293
C  -2.653  1.192  -4.106
N  -2.159  1.783  -3.023
C  -1.859  3.078  -3.076
H  -2.711  3.781  -6.272
H  -3.295  1.347  -6.149
H  -2.864  0.131  -4.019
H  -1.441  3.523  -2.178
C  4.417  -2.470  -1.682
C  3.219  -3.151  -1.850
C  2.026  -2.445  -1.934
C  2.007  -1.051  -1.858
C  3.221  -0.385  -1.671
C  4.415  -1.086  -1.583
Si  0.441  -0.099  -2.263
C  0.883  1.312  -3.423
C  1.570  2.470  -3.054
C  1.871  3.451  -3.988
C  1.495  3.292  -5.315
C  0.827  2.141  -5.705
C  0.529  1.162  -4.767
H  5.350  -3.018  -1.629
H  3.210  -4.231  -1.934
H  1.101  -2.988  -2.097
H  3.244  0.697  -1.616
H  5.346  -0.548  -1.448
H  -0.422  -1.019  -3.054
H  1.846  2.638  -2.021
H  2.387  4.349  -3.673
H  1.720  4.065  -6.039
H  0.532  2.005  -6.739
H  -0.002  0.271  -5.088

Entry 2:
Here is C50H48BrN6OS3SeSiTl as an isolated structure from the Open Molecules 2025 dataset. Energies are from ωB97M-V/def2-TZVPD.

Computed properties:
E_tot = -8969.9697 Ha
relative energy (zero: lowest compared OMol25 entry of this formula, charge and spin) = 10.7 kcal/mol
max |F| = 0.51 eV Å⁻¹
orbital gap = 6.187 eV
HOMO energy = -6.074 eV

Cartesian coordinates (Å):
Tl  -0.690  -0.530  0.609
S  -1.956  1.758  1.997
C  -0.699  2.896  2.446
C  -0.909  3.695  3.589
C  0.017  4.614  4.039
C  1.234  4.761  3.382
C  1.483  3.985  2.267
C  0.524  3.093  1.774
S  0.942  2.139  0.312
H  -1.841  3.556  4.121
H  -0.198  5.203  4.923
H  1.981  5.459  3.736
H  2.443  4.052  1.771
N  -3.622  1.245  -3.143
C  -3.433  2.614  -3.408
C  -3.778  3.143  -4.640
C  -3.577  4.495  -4.901
C  -3.020  5.309  -3.930
C  -2.680  4.770  -2.692
C  -2.893  3.428  -2.418
S  -2.515  2.798  -0.785
N  -2.415  1.137  -1.115
C  -2.961  0.591  -2.119
C  -2.955  -0.909  -2.228
C  -3.044  -1.549  -3.460
C  -3.116  -2.932  -3.500
C  -3.112  -3.637  -2.311
C  -2.968  -2.918  -1.134
N  -2.874  -1.594  -1.088
H  -4.022  0.692  -3.879
H  -4.215  2.501  -5.398
H  -3.859  4.901  -5.863
H  -2.845  6.358  -4.129
H  -2.266  5.402  -1.915
H  -3.026  -0.986  -4.384
H  -3.173  -3.450  -4.449
H  -3.189  -4.716  -2.293
H  -2.912  -3.427  -0.175
C  -1.617  -5.755  3.385
N  -2.506  -4.618  3.242
C  -3.882  -4.709  3.109
C  -4.354  -3.452  3.044
N  -3.268  -2.602  3.144
C  -3.355  -1.147  3.109
C  -2.119  -3.312  3.265
Se  -0.399  -2.652  3.352
H  -1.896  -6.339  4.260
H  -0.608  -5.372  3.509
H  -1.661  -6.384  2.495
H  -4.390  -5.656  3.068
H  -5.357  -3.082  2.940
H  -4.145  -0.815  3.780
H  -3.564  -0.799  2.098
H  -2.406  -0.725  3.427
C  6.342  -2.101  -3.557
C  5.419  -2.203  -2.371
C  4.857  -3.417  -2.005
C  4.015  -3.526  -0.904
C  3.438  -4.882  -0.564
C  3.723  -2.375  -0.157
C  2.777  -2.503  0.978
O  2.068  -1.627  1.408
C  4.302  -1.141  -0.492
C  4.071  0.101  0.327
C  5.136  -1.081  -1.599
H  6.239  -2.963  -4.216
H  7.382  -2.053  -3.230
H  6.141  -1.196  -4.133
H  5.080  -4.305  -2.588
H  3.684  -5.600  -1.346
H  2.352  -4.858  -0.465
H  3.843  -5.261  0.376
H  2.727  -3.504  1.445
H  4.181  -0.096  1.393
H  3.059  0.490  0.195
H  4.783  0.877  0.040
H  5.581  -0.127  -1.867
Br  0.274  -5.664  -3.005
C  0.847  -3.863  -2.913
C  1.737  -3.357  -3.841
C  2.116  -2.031  -3.717
C  1.574  -1.271  -2.691
N  0.711  -1.767  -1.807
C  0.367  -3.045  -1.905
H  2.127  -3.983  -4.632
H  2.819  -1.588  -4.410
H  1.832  -0.224  -2.576
H  -0.312  -3.429  -1.151
C  1.760  1.311  -5.174
C  0.505  1.673  -4.702
C  0.389  2.376  -3.510
C  1.519  2.721  -2.760
C  2.772  2.343  -3.251
C  2.894  1.650  -4.449
Si  1.251  3.661  -1.163
C  2.669  4.785  -0.721
C  3.980  4.330  -0.556
C  4.992  5.190  -0.158
C  4.706  6.526  0.096
C  3.410  6.996  -0.054
C  2.402  6.131  -0.462
H  1.853  0.770  -6.108
H  -0.384  1.424  -5.269
H  -0.594  2.676  -3.165
H  3.671  2.615  -2.712
H  3.876  1.378  -4.816
H  0.043  4.501  -1.300
H  4.211  3.281  -0.705
H  6.001  4.818  -0.031
H  5.492  7.197  0.420
H  3.180  8.032  0.161
H  1.390  6.506  -0.568

Entry 3:
Here is C50H48Cl3N4O3PPbS2Se as an isolated structure at a distorted geometry from the Open Molecules 2025 dataset. Energies are from ωB97M-V/def2-TZVPD.

Computed properties:
E_tot = -7491.3688 Ha
relative energy (zero: lowest compared OMol25 entry of this formula, charge and spin) = 76.0 kcal/mol
max |F| = 1.26 eV Å⁻¹
orbital gap = 6.818 eV
HOMO energy = -7.460 eV

Cartesian coordinates (Å):
Pb  0.087  -0.947  0.538
O  0.992  3.282  2.190
C  0.142  2.868  1.386
O  -0.097  1.650  1.125
C  -0.766  3.815  0.658
C  -0.690  5.182  0.886
C  -1.595  6.035  0.279
C  -2.570  5.515  -0.559
C  -2.649  4.150  -0.790
C  -1.751  3.274  -0.182
P  -1.891  1.432  -0.299
C  -3.356  1.382  -1.456
C  -4.641  0.926  -1.189
C  -5.579  0.828  -2.210
C  -5.242  1.147  -3.513
C  -3.965  1.616  -3.795
C  -3.040  1.726  -2.774
C  -2.815  1.118  1.292
C  -3.173  -0.157  1.705
C  -3.793  -0.455  2.899
C  -4.126  0.593  3.739
C  -3.819  1.891  3.365
C  -3.174  2.147  2.167
H  0.071  5.548  1.562
H  -1.548  7.099  0.466
H  -3.295  6.175  -1.020
H  -3.433  3.769  -1.428
H  -4.934  0.670  -0.179
H  -6.578  0.487  -1.979
H  -5.967  1.035  -4.309
H  -3.694  1.894  -4.806
H  -2.046  2.109  -2.977
H  -2.901  -1.012  0.929
H  -4.013  -1.470  3.194
H  -4.606  0.389  4.686
H  -4.074  2.717  4.016
H  -2.926  3.167  1.916
S  -0.035  -0.581  3.221
C  1.618  -0.190  3.532
N  2.048  1.054  3.530
C  3.412  1.382  3.906
C  4.346  0.265  3.457
C  3.869  -1.035  4.087
N  2.438  -1.188  3.870
H  1.490  1.816  3.093
H  3.474  1.507  4.992
H  3.663  2.334  3.442
H  5.373  0.470  3.757
H  4.291  0.181  2.370
H  4.075  -1.033  5.162
H  4.375  -1.897  3.649
H  2.055  -2.122  3.856
Se  3.094  -4.594  2.573
C  1.970  -3.615  1.671
N  1.253  -2.908  1.073
C  -1.774  -3.634  -0.783
C  -2.786  -3.157  0.270
C  -3.021  -4.320  1.257
C  -2.092  -1.999  1.019
C  -4.136  -2.835  -0.370
C  -4.356  -2.926  -1.740
C  -5.632  -2.801  -2.269
C  -6.717  -2.560  -1.444
C  -6.508  -2.408  -0.082
C  -5.235  -2.554  0.442
H  -0.845  -3.924  -0.290
H  -1.548  -2.834  -1.483
H  -2.162  -4.499  -1.321
H  -2.065  -4.675  1.646
H  -3.518  -5.147  0.750
H  -3.643  -4.022  2.100
H  -2.025  -2.251  2.078
H  -3.540  -3.119  -2.421
H  -5.783  -2.901  -3.336
H  -7.715  -2.480  -1.855
H  -7.340  -2.199  0.578
H  -5.111  -2.477  1.513
Cl  1.975  -0.399  -4.643
C  0.357  0.260  -4.385
Cl  0.425  2.021  -4.153
Cl  -0.672  -0.095  -5.801
C  -0.272  -0.337  -3.221
N  -0.837  -0.741  -2.309
O  2.378  -0.378  -1.358
S  3.284  -0.202  -0.199
C  4.584  0.992  -0.769
C  4.056  2.385  -0.677
C  3.300  2.905  -1.720
C  2.763  4.179  -1.634
C  2.992  4.953  -0.507
C  3.751  4.445  0.536
C  4.278  3.167  0.451
C  4.369  -1.711  -0.184
C  4.951  -1.980  -1.527
C  6.252  -1.591  -1.835
C  6.764  -1.787  -3.107
C  5.981  -2.386  -4.084
C  4.686  -2.784  -3.782
C  4.172  -2.580  -2.511
H  4.815  0.707  -1.793
H  5.444  0.841  -0.117
H  3.145  2.296  -2.599
H  2.171  4.573  -2.450
H  2.572  5.947  -0.441
H  3.935  5.045  1.417
H  4.880  2.777  1.263
H  3.693  -2.505  0.131
H  5.128  -1.537  0.579
H  6.875  -1.145  -1.069
H  7.775  -1.475  -3.333
H  6.384  -2.545  -5.075
H  4.077  -3.261  -4.540
H  3.162  -2.887  -2.271

Entry 4:
Here is C50H49BrIN7O3PbS5Se as an isolated structure at a distorted geometry from the Open Molecules 2025 dataset. Energies are from ωB97M-V/def2-TZVPD.

Computed properties:
E_tot = -10000.6697 Ha
charge = -2
relative energy (zero: lowest compared OMol25 entry of this formula, charge and spin) = 0.0 kcal/mol
max |F| = 1.52 eV Å⁻¹
orbital gap = 3.784 eV
HOMO energy = -0.321 eV

Cartesian coordinates (Å):
Pb  1.295  1.140  1.154
C  -5.025  2.605  -1.910
C  -3.970  3.515  -1.330
C  -2.715  3.329  -2.147
C  -4.367  4.980  -1.399
C  -3.702  3.181  0.109
C  -4.749  3.140  1.025
C  -4.575  2.780  2.346
C  -3.287  2.471  2.782
S  -2.680  2.002  4.354
C  -1.090  1.814  3.603
N  -1.019  2.125  2.366
C  -2.254  2.487  1.863
C  -2.435  2.856  0.534
C  0.046  1.292  4.338
C  -0.005  1.214  5.739
C  1.105  0.884  6.476
C  2.267  0.569  5.778
C  2.294  0.591  4.408
C  1.176  0.936  3.605
H  -5.106  2.821  -2.969
H  -6.005  2.760  -1.459
H  -4.721  1.554  -1.815
H  -2.887  3.659  -3.181
H  -2.401  2.277  -2.247
H  -1.907  3.905  -1.728
H  -4.690  5.226  -2.424
H  -3.581  5.657  -1.110
H  -5.237  5.164  -0.748
H  -5.778  3.350  0.706
H  -5.441  2.755  3.001
H  -1.561  2.848  -0.119
H  -0.932  1.514  6.204
H  1.047  0.805  7.560
H  3.183  0.293  6.286
H  3.211  0.290  3.896
C  2.955  -4.858  0.699
C  4.195  -4.081  1.170
C  3.755  -2.837  1.782
N  3.417  -1.895  2.342
H  3.254  -5.848  0.384
H  2.477  -4.337  -0.110
H  2.242  -4.959  1.528
H  4.879  -3.847  0.364
H  4.743  -4.559  1.993
C  2.895  -2.197  -4.668
C  1.514  -1.754  -4.116
C  0.518  -2.923  -4.110
C  0.915  -0.606  -4.956
C  1.787  -1.286  -2.744
N  2.217  -0.932  -1.730
H  2.776  -2.601  -5.660
H  3.354  -2.917  -3.953
H  3.525  -1.317  -4.723
H  0.572  -3.428  -5.059
H  -0.504  -2.578  -3.878
H  0.786  -3.622  -3.296
H  0.781  -0.936  -5.975
H  1.598  0.225  -4.937
H  -0.035  -0.265  -4.545
Br  7.828  0.480  -1.807
C  7.544  0.921  0.029
C  8.667  1.192  0.786
C  8.507  1.422  2.122
C  7.241  1.457  2.680
C  6.133  1.219  1.898
C  6.269  0.875  0.555
I  4.602  0.308  -0.527
H  9.652  1.199  0.335
H  9.371  1.640  2.734
H  7.118  1.751  3.734
H  5.134  1.318  2.294
C  -1.560  -1.621  2.315
S  0.052  -2.429  2.155
O  0.319  -2.668  0.694
C  -0.455  -4.013  2.772
C  -0.810  -4.955  1.819
C  -1.179  -6.248  2.183
C  -1.203  -6.555  3.533
C  -0.850  -5.624  4.515
C  -0.480  -4.336  4.124
H  -2.322  -2.322  1.979
H  -1.535  -0.772  1.626
H  -1.654  -1.330  3.367
H  -0.684  -4.657  0.785
H  -1.360  -7.027  1.423
H  -1.500  -7.557  3.861
H  -0.856  -5.908  5.547
H  -0.192  -3.606  4.857
Se  4.327  5.400  0.604
N  3.638  5.930  -1.044
C  2.651  5.086  -1.366
C  1.707  5.209  -2.424
C  0.803  4.166  -2.671
C  0.711  3.084  -1.830
N  1.469  3.006  -0.708
C  2.397  3.916  -0.538
N  3.268  3.843  0.530
H  1.762  6.001  -3.156
H  0.152  4.150  -3.525
H  0.030  2.264  -2.004
O  -3.735  -0.211  -5.614
S  -3.363  -1.278  -4.739
O  -2.949  -2.507  -5.390
N  -2.264  -0.791  -3.650
C  -2.742  -0.805  -2.410
S  -1.894  -0.465  -1.024
C  -4.171  -1.167  -2.333
C  -4.994  -1.099  -1.219
C  -6.330  -1.410  -1.347
C  -6.821  -1.854  -2.568
C  -5.984  -1.924  -3.703
C  -4.691  -1.524  -3.562
H  -4.544  -0.804  -0.275
H  -6.979  -1.416  -0.468
H  -7.880  -2.164  -2.637
H  -6.367  -2.266  -4.658
S  2.877  3.046  1.987